ORCA calculation (ωB97M-V/def2-TZVPD) on a 2-piece molecular cluster, C4H6N2 overall.

## Properties
Kohn-Sham gap ... 9.5 eV
SMILES ... [H]/N=C1\C=CC=N1.[H][H]
Multiplicity ... 1
ΔE to the lowest compared entry with this formula, charge and spin ... 55.4 kcal/mol

```
12
Properties=species:S:1:pos:R:3:forces:R:3
N -1.47149 1.49911 -0.10744 0.090 -0.278 0.187
C -0.76558 0.48521 0.17299 -0.155 0.250 -0.087
C -0.90255 -0.52102 1.26841 0.122 -0.118 0.046
C 0.11980 -1.37005 1.12458 -0.152 0.132 0.104
C 0.87646 -0.89544 -0.06523 0.009 0.130 -0.127
N 0.38647 0.15630 -0.61134 0.052 -0.280 0.152
H 1.50581 1.47780 -2.57635 0.061 0.005 -0.030
H -2.24456 1.58408 0.55642 0.074 -0.031 -0.067
H -1.68444 -0.51603 2.01801 0.121 -0.002 -0.109
H 0.38443 -2.22038 1.74220 -0.084 0.108 -0.128
H 1.76711 -1.37707 -0.46241 -0.103 0.078 0.053
H 2.02854 1.69749 -3.05984 -0.035 0.006 0.006
```
Forces are in eV/Å.